ORCA calculation (ωB97M-V/def2-TZVPD) on 5 unconnected molecules or ions with the total composition C68H150F3O2P4 at a distorted geometry.

```
227
Properties=species:S:1:pos:R:3
C -19.6734 -10.9360 -15.9007
C -18.2918 -10.7431 -15.2700
C -18.3348 -11.1225 -13.7552
C -19.0455 -10.0936 -12.8224
P -18.0901 -9.2257 -11.4489
C -16.5835 -8.6364 -12.2408
C -15.5996 -7.7531 -11.4236
C -14.4862 -8.5506 -10.6348
C -13.2855 -7.6223 -10.2493
C -17.6402 -10.3890 -10.1088
C -17.2049 -11.8700 -10.5686
C -16.8199 -12.8305 -9.4094
C -17.0123 -14.2990 -9.9155
C -19.0735 -7.7893 -10.6376
C -20.3174 -8.1277 -9.8057
C -21.6045 -8.4878 -10.6828
C -22.4485 -7.2162 -10.8490
H -19.9555 -11.9641 -16.1280
H -19.7914 -10.4116 -16.8489
H -20.3828 -10.5102 -15.1910
H -17.9387 -9.7308 -15.4667
H -17.5674 -11.3236 -15.8413
H -17.3374 -11.3938 -13.4092
H -18.8926 -12.0590 -13.7569
H -19.8161 -10.6361 -12.2748
H -19.5377 -9.3254 -13.4188
H -16.9779 -7.9840 -13.0199
H -16.0872 -9.5284 -12.6230
H -16.1880 -7.0967 -10.7825
H -15.0118 -7.1960 -12.1531
H -14.1107 -9.3858 -11.2261
H -14.9997 -9.0168 -9.7939
H -12.9943 -6.8997 -11.0117
H -12.4617 -8.2558 -9.9203
H -13.5696 -6.9601 -9.4314
H -18.5595 -10.4527 -9.5265
H -16.8675 -9.9758 -9.4606
H -16.4803 -11.8612 -11.3829
H -18.0983 -12.3517 -10.9659
H -17.6024 -12.6542 -8.6713
H -15.8174 -12.6532 -9.0198
H -18.0337 -14.5875 -10.1636
H -16.7543 -14.7944 -8.9795
H -16.3203 -14.4792 -10.7383
H -19.2214 -7.0204 -11.3960
H -18.3851 -7.2503 -9.9867
H -20.5633 -7.3435 -9.0897
H -20.0314 -8.8294 -9.0221
H -22.1724 -9.3554 -10.3468
H -21.2889 -8.7776 -11.6851
H -23.2538 -7.3250 -11.5755
H -21.8086 -6.3594 -11.0603
H -22.8913 -6.8985 -9.9050
C -21.6449 -19.8505 0.7513
C -21.4014 -20.4523 -0.6998
C -21.9139 -19.4319 -1.6765
C -21.1146 -18.1437 -1.7263
P -21.0822 -17.3949 -3.3144
C -22.7815 -17.2880 -3.9094
C -23.7851 -16.6074 -2.9630
C -23.7881 -15.0385 -3.0395
C -24.6723 -14.4454 -1.9316
C -20.0952 -15.8275 -3.2682
C -18.6135 -15.8781 -2.8268
C -17.8864 -14.5220 -3.0063
C -16.5427 -14.5280 -2.3044
C -20.1927 -18.5665 -4.4616
C -19.1095 -19.6132 -4.0231
C -18.5524 -20.4900 -5.1889
C -19.4856 -21.6645 -5.5511
H -22.6795 -19.5135 0.6866
H -21.0500 -18.9444 0.8666
H -21.2541 -20.5101 1.5260
H -21.9613 -21.3855 -0.7621
H -20.3329 -20.5818 -0.8717
H -22.9991 -19.3296 -1.6777
H -21.8262 -19.9798 -2.6148
H -20.0955 -18.3302 -1.3875
H -21.6455 -17.4762 -1.0476
H -23.0921 -18.3208 -4.0674
H -22.8862 -16.9014 -4.9232
H -23.4990 -16.9679 -1.9749
H -24.7308 -17.1479 -3.0026
H -24.1846 -14.7676 -4.0181
H -22.7915 -14.5995 -3.0863
H -24.1410 -14.2249 -1.0058
H -25.5102 -15.1196 -1.7540
H -25.1231 -13.5102 -2.2639
H -20.6604 -15.2201 -2.5612
H -20.1075 -15.3100 -4.2274
H -18.2580 -16.6727 -3.4828
H -18.4891 -16.1474 -1.7779
H -18.4618 -13.7242 -2.5368
H -17.9035 -14.1382 -4.0264
H -15.8229 -15.1675 -2.8154
H -16.5465 -14.8595 -1.2660
H -15.9932 -13.5874 -2.3415
H -19.8360 -18.1002 -5.3800
H -21.0777 -19.0457 -4.8802
H -19.4638 -20.1245 -3.1279
H -18.3063 -18.9372 -3.7299
H -17.5799 -20.9029 -4.9206
H -18.1770 -19.9895 -6.0815
H -19.0740 -22.3198 -6.3187
H -20.4603 -21.2765 -5.8468
H -19.7361 -22.2414 -4.6608
C -22.8887 -8.8721 6.1991
C -22.5627 -7.3179 6.2111
C -21.7746 -6.8516 4.9077
C -22.6663 -6.8308 3.6307
P -21.9930 -6.0590 2.0825
C -22.3490 -4.2802 2.1518
C -21.5148 -3.3203 1.2325
C -21.7637 -1.9194 1.7481
C -20.8343 -0.8695 1.1455
C -20.1855 -6.2603 1.9267
C -19.2222 -5.9852 3.1190
C -17.7316 -5.8546 2.6212
C -17.2501 -4.3940 2.4911
C -22.8361 -6.7717 0.5732
C -22.2956 -6.2296 -0.7579
C -22.8280 -7.1245 -1.8495
C -24.0854 -6.6025 -2.4651
H -23.3236 -9.3609 7.0709
H -21.9568 -9.3830 5.9570
H -23.5400 -9.1370 5.3662
H -21.8221 -7.0814 6.9751
H -23.4520 -6.7566 6.4980
H -20.8864 -7.4617 4.7439
H -21.4291 -5.8358 5.1000
H -23.6020 -6.3117 3.8380
H -22.8350 -7.8348 3.2413
H -22.2949 -4.1155 3.2279
H -23.4015 -4.3077 1.8694
H -21.6829 -3.4102 0.1593
H -20.4485 -3.5374 1.2958
H -21.8008 -1.8288 2.8337
H -22.7735 -1.7207 1.3889
H -21.2513 0.1219 1.3229
H -20.6308 -0.9799 0.0803
H -19.8166 -1.0129 1.5087
H -19.7763 -5.6186 1.1463
H -20.0872 -7.3101 1.6503
H -19.3037 -6.8576 3.7674
H -19.5586 -5.1615 3.7486
H -17.6026 -6.4097 1.6921
H -17.1612 -6.3889 3.3810
H -17.8520 -3.9332 1.7079
H -16.1959 -4.4209 2.2153
H -17.2775 -3.7956 3.4018
H -23.9011 -6.5626 0.6738
H -22.7414 -7.8574 0.5940
H -21.2195 -6.0987 -0.8717
H -22.6945 -5.2161 -0.7997
H -22.8816 -8.1563 -1.5025
H -22.0806 -7.1958 -2.6397
H -24.8433 -6.2823 -1.7502
H -24.5428 -7.1639 -3.2798
H -23.8767 -5.6438 -2.9398
C -3.8194 -2.0624 -6.0717
C -5.0162 -1.2102 -5.5824
C -6.4557 -1.8304 -5.5597
C -7.4260 -0.7990 -4.8984
P -9.1256 -1.2202 -4.8745
C -10.0494 0.1537 -3.9960
C -11.5916 -0.1408 -3.9485
C -12.4389 0.9368 -3.1366
C -12.8632 2.2377 -3.9045
C -9.2978 -2.8825 -4.0931
C -8.9153 -2.8809 -2.6097
C -8.5806 -4.3242 -2.0973
C -7.2333 -4.7594 -2.6401
C -9.5308 -1.3776 -6.6136
C -9.3695 -0.0564 -7.5059
C -9.1370 -0.4587 -8.9461
C -7.7938 -1.1283 -9.2142
H -3.0795 -1.3807 -6.4910
H -3.9714 -2.5542 -7.0325
H -3.4212 -2.7223 -5.3009
H -5.1019 -0.3216 -6.2078
H -4.8502 -0.6185 -4.6821
H -6.2972 -2.7168 -4.9454
H -6.6545 -2.0583 -6.6069
H -7.2549 0.1935 -5.3154
H -7.0386 -0.6803 -3.8864
H -9.9417 1.1593 -4.4026
H -9.5803 0.2057 -3.0135
H -11.8657 -1.1025 -3.5148
H -12.0169 -0.2495 -4.9461
H -11.8893 1.3050 -2.2703
H -13.2840 0.4251 -2.6760
H -13.4018 2.9868 -3.3240
H -13.4884 1.9953 -4.7638
H -12.0303 2.7932 -4.3353
H -8.6646 -3.5249 -4.7051
H -10.2934 -3.3232 -4.1448
H -9.7513 -2.5292 -2.0051
H -8.0614 -2.2515 -2.3591
H -9.3901 -4.9919 -2.3922
H -8.6378 -4.3253 -1.0088
H -6.9860 -5.6432 -2.0520
H -6.4402 -4.0312 -2.4702
H -7.2117 -5.0863 -3.6797
H -10.5432 -1.7244 -6.8205
H -8.8363 -2.1702 -6.8921
H -8.5211 0.5061 -7.1162
H -10.2708 0.5209 -7.2996
H -9.2741 0.3963 -9.6081
H -9.9982 -1.0991 -9.1369
H -6.9227 -0.6044 -8.8206
H -7.6629 -1.2869 -10.2846
H -7.6179 -2.1451 -8.8631
C -16.3515 -5.2984 -5.2777
O -17.6833 -4.8124 -5.5531
O -15.4574 -4.2757 -5.5899
C -16.2726 -6.0286 -3.8985
F -16.2441 -5.2396 -2.8515
F -17.3558 -6.7907 -3.6875
F -15.2448 -6.9105 -3.7488
C -18.2657 -3.8450 -4.6668
C -19.4818 -3.1752 -5.2823
H -19.3009 -3.1827 -6.3572
H -20.3984 -3.7344 -5.0941
H -19.6163 -2.1502 -4.9370
H -17.6268 -2.9907 -4.4430
H -18.5351 -4.3581 -3.7436
H -16.3036 -6.0918 -6.0236
```

Output
Relative energy (zero: lowest compared OMol25 entry of this formula, charge and spin) in kcal per mole: 50.1
F_max in eV Å⁻¹: 4.6
Calculated total energy in a.u.: -4495.46362
Total charge: +3
HOMO in eV: -9.378

ORCA calculation (ωB97M-V/def2-TZVPD) on 7 unconnected molecules or ions with the total composition C68H152N4O4P3 at a distorted geometry.

```
231
Properties=species:S:1:pos:R:3
P -0.0602 0.1850 -0.1816
O 0.9811 -0.7360 0.5943
O -0.3777 1.4432 0.6685
O -1.3138 -0.7152 -0.3809
O 0.5623 0.6254 -1.5301
C -6.9441 -0.3923 -2.0498
C -6.0003 -1.5661 -2.1909
C -4.7057 -1.2581 -2.9588
C -3.7534 -0.1861 -2.4237
N -2.5875 0.1193 -3.3425
C -3.0630 0.2601 -4.8003
C -2.6837 -1.0166 -5.5222
C -1.3458 -1.3333 -4.8294
C -1.6992 -1.1522 -3.3460
C -1.9936 1.3968 -2.8937
H -7.1555 0.1627 -2.9671
H -6.4771 0.3649 -1.4146
H -7.8978 -0.6427 -1.5886
H -6.4377 -2.4653 -2.6266
H -5.7119 -1.9309 -1.1958
H -5.0604 -1.0230 -3.9669
H -4.1294 -2.1736 -3.1077
H -3.3363 -0.5876 -1.4997
H -4.3056 0.7310 -2.2167
H -2.5169 1.1132 -5.2007
H -4.1219 0.4555 -4.9570
H -2.5711 -0.8940 -6.5974
H -3.4087 -1.8070 -5.3363
H -0.6250 -0.5252 -4.9869
H -0.9039 -2.2935 -5.0802
H -0.8280 -0.8087 -2.7846
H -2.1140 -2.0713 -2.9510
H -1.8655 1.4199 -1.8158
H -2.5431 2.2477 -3.2941
H -0.9854 1.5566 -3.2783
C -5.5613 3.5820 -1.6406
C -4.4838 3.2794 -0.5819
C -4.8748 2.1514 0.3875
C -3.6743 1.5480 1.1125
N -3.9854 0.4737 2.1413
C -4.8208 0.9362 3.2859
C -4.5699 -0.1144 4.3703
C -3.1928 -0.7343 4.0232
C -2.7228 0.1130 2.8470
C -4.5588 -0.6580 1.3556
H -5.2487 4.4160 -2.2688
H -6.5460 3.8332 -1.2522
H -5.6322 2.6942 -2.2773
H -4.5123 4.1773 0.0458
H -3.5018 3.1178 -1.0241
H -5.3752 1.4070 -0.2395
H -5.6477 2.6013 1.0126
H -3.3531 2.3950 1.7250
H -2.8721 1.2274 0.4462
H -5.8340 1.0795 2.9133
H -4.4919 1.8830 3.7137
H -5.4324 -0.7722 4.4980
H -4.5889 0.3653 5.3504
H -3.2223 -1.7985 3.7955
H -2.4658 -0.5723 4.8183
H -2.0002 -0.3506 2.1693
H -2.1293 0.9767 3.1512
H -5.6040 -0.4404 1.1440
H -4.6142 -1.5500 1.9839
H -3.9556 -0.9202 0.4928
C 0.6161 4.4203 -7.2706
C 0.4856 3.0885 -6.5685
C 1.6770 2.8915 -5.5909
C 1.7604 1.5094 -4.9848
N 2.9835 1.2214 -4.1296
C 2.9708 -0.1422 -3.5008
C 4.2546 -0.8731 -3.8307
C 5.1693 0.1781 -4.5312
C 4.2689 1.3117 -4.9979
C 3.1507 2.1712 -2.9640
H 1.0096 5.2761 -6.7103
H -0.3171 4.8229 -7.6684
H 1.3155 4.4200 -8.1116
H 0.4214 2.2556 -7.2681
H -0.4582 3.0825 -6.0169
H 1.6433 3.6792 -4.8339
H 2.6350 3.0940 -6.0774
H 1.8736 0.6922 -5.7023
H 0.9714 1.1615 -4.3099
H 2.7913 -0.1432 -2.4264
H 2.0652 -0.5959 -3.9068
H 4.7873 -1.1391 -2.9197
H 4.1310 -1.7469 -4.4636
H 5.9278 0.6262 -3.8909
H 5.6280 -0.3986 -5.3298
H 4.5742 2.3517 -4.9709
H 3.9252 1.0666 -6.0046
H 4.0787 1.9745 -2.4322
H 2.3339 1.9209 -2.2771
H 3.0603 3.2080 -3.2766
C 1.3100 5.7718 4.2746
C 0.4083 4.9228 3.3252
C 0.6866 5.4195 1.8932
C -0.0605 4.4425 0.9824
N 0.1530 4.7222 -0.5344
C -0.7084 3.7477 -1.3518
C -1.0133 4.4889 -2.6623
C -0.8112 5.9661 -2.3606
C -0.4424 6.0786 -0.8903
C 1.5932 4.5457 -0.8194
H 0.7000 6.5755 4.6918
H 2.0827 6.3074 3.7242
H 1.7604 5.2042 5.0853
H -0.6259 4.9905 3.6622
H 0.6527 3.8659 3.4363
H 1.7461 5.3091 1.6846
H 0.2721 6.4215 1.7943
H -1.1450 4.5200 1.0529
H 0.2385 3.3980 1.1035
H -0.1038 2.8316 -1.3804
H -1.4769 3.4375 -0.6431
H -0.3175 4.0210 -3.3583
H -2.0436 4.3596 -2.9895
H 0.1108 6.2469 -2.8717
H -1.6878 6.5654 -2.5815
H 0.2881 6.8513 -0.6403
H -1.1634 6.2485 -0.0892
H 1.7609 4.7677 -1.8766
H 1.8532 3.5347 -0.5165
H 2.1970 5.3201 -0.3498
C -5.9042 -4.3005 0.5831
C -4.6801 -4.7251 -0.2696
C -3.3927 -4.2579 0.4024
C -2.3907 -3.6942 -0.6515
P -0.6941 -3.6014 0.0453
C -0.1592 -5.3766 0.1555
C 1.2367 -5.5273 0.7877
C 1.6839 -6.9426 1.0304
C 3.0843 -7.1092 1.6035
C -0.7043 -2.9332 1.7371
C -1.1095 -3.9233 2.8562
C -0.5320 -3.4074 4.1526
C -1.1437 -3.8277 5.4765
C 0.6303 -3.0664 -1.1234
C 0.7391 -3.9597 -2.4124
C 1.5126 -3.2864 -3.5507
C 1.8664 -4.3290 -4.5926
H -5.7572 -4.4972 1.6456
H -6.8076 -4.8736 0.3505
H -6.2347 -3.2927 0.3189
H -4.8673 -4.2632 -1.2388
H -4.7522 -5.8106 -0.2725
H -2.9885 -5.1152 0.9406
H -3.4717 -3.4121 1.0881
H -2.6269 -2.6552 -0.8850
H -2.3760 -4.3734 -1.5053
H -0.3085 -5.8139 -0.8295
H -0.8023 -5.9174 0.8555
H 1.2807 -4.9940 1.7467
H 2.0235 -5.0173 0.2197
H 1.5233 -7.5478 0.1306
H 0.9648 -7.4203 1.7088
H 3.2542 -6.3047 2.3253
H 3.9027 -7.0467 0.8797
H 3.3134 -8.0602 2.0831
H -1.3926 -2.0959 1.6664
H 0.3347 -2.6166 1.8334
H -0.7431 -4.9201 2.6086
H -2.1981 -3.9925 2.8340
H -0.5466 -2.3109 4.1489
H 0.5560 -3.5424 4.1889
H -0.9551 -4.8750 5.7393
H -2.2060 -3.6056 5.5696
H -0.6350 -3.4118 6.3530
H 1.5767 -3.1531 -0.5959
H 0.4344 -2.0395 -1.4230
H -0.3049 -4.1068 -2.7238
H 1.0761 -4.9674 -2.1808
H 2.4687 -2.9411 -3.1358
H 1.0105 -2.3993 -3.9356
H 0.9662 -4.6163 -5.1390
H 2.3781 -5.1955 -4.1725
H 2.6120 -3.9956 -5.3206
C 3.8352 4.0405 1.8211
C 4.8214 2.8932 2.1050
C 4.5434 1.6453 1.2865
C 3.1102 1.0896 1.3241
P 2.7387 -0.0809 2.6856
C 1.0751 0.1145 3.3518
C 0.6437 1.5024 3.8270
C 0.2245 1.6053 5.2783
C 0.0064 3.0366 5.7418
C 3.1671 -1.8384 2.2381
C 4.4063 -1.8259 1.3228
C 4.6468 -3.2070 0.7567
C 5.9794 -3.4366 0.0316
C 3.7558 0.2720 4.1728
C 3.5717 -0.7152 5.3428
C 4.7318 -0.7412 6.3248
C 6.1134 -1.2188 5.7844
H 3.3915 4.0071 0.8260
H 4.2602 5.0114 2.0718
H 3.0163 3.9321 2.5419
H 4.8273 2.7068 3.1820
H 5.8586 3.2005 1.9505
H 5.1735 0.8420 1.6728
H 4.7534 1.8288 0.2312
H 2.7812 0.6102 0.4020
H 2.3276 1.8399 1.4984
H 0.7512 -0.5888 4.1212
H 0.4057 -0.1031 2.5140
H -0.2076 1.7694 3.1863
H 1.3287 2.3158 3.5564
H 1.0465 1.1759 5.8653
H -0.6821 1.0858 5.6009
H -0.7806 3.4814 5.1164
H 0.8608 3.7134 5.7567
H -0.4693 3.1465 6.7201
H 2.3992 -2.3670 1.6717
H 3.3213 -2.5060 3.0885
H 5.2689 -1.4980 1.9124
H 4.2328 -1.1415 0.4888
H 3.8289 -3.4887 0.0841
H 4.5789 -3.8752 1.6240
H 6.7453 -3.2213 0.7782
H 6.1161 -2.6653 -0.7343
H 6.0570 -4.3906 -0.4789
H 3.5431 1.3027 4.4575
H 4.7790 0.1591 3.7999
H 3.4530 -1.7406 4.9761
H 2.6384 -0.5291 5.8775
H 4.5168 -1.2614 7.2563
H 4.8969 0.3037 6.6106
H 6.0385 -1.9305 4.9628
H 6.7073 -1.5817 6.6184
H 6.6234 -0.3267 5.4165
```

Output
Relative energy (zero: lowest compared OMol25 entry of this formula, charge and spin) in kcal per mole: 0.0
F_max in eV Å⁻¹: 2.7
Calculated total energy in a.u.: -4225.38539
Total charge: +3
HOMO in eV: -12.860